Record 1
Molecular formula: C24H64BFN4O2PS
Method: DFT, ωB97M-V with the def2-TZVPD basis set

Geometry as XYZ:
```
98
Properties=species:S:1:pos:R:3:forces:R:3
O 1.43807 -0.89694 -0.60973 -0.082 0.121 -0.057
P 0.46644 -0.12338 -1.69159 0.003 0.048 0.140
O 0.49151 1.33926 -0.95400 0.076 0.033 -0.281
S 1.28450 -0.07432 -3.46914 0.039 0.015 0.089
B -1.39602 -0.74985 -1.44634 -0.008 0.017 0.032
F -1.97926 0.14487 -0.47268 0.007 -0.009 -0.036
H 1.16675 -1.82146 -0.58232 0.026 -0.044 -0.043
H -0.41685 1.67121 -0.95254 -0.065 -0.106 0.194
H -1.33371 -1.89920 -1.02845 0.014 0.099 0.015
H -1.94502 -0.67100 -2.52618 -0.044 -0.011 0.032
C 3.92877 -4.42486 2.07811 0.002 -0.003 -0.017
C 2.83050 -3.37300 2.08042 -0.039 0.007 -0.006
N 1.55860 -3.88900 2.55724 0.017 0.008 0.016
C 0.42990 -3.01884 2.25502 0.002 -0.040 0.000
C 0.39092 -1.63388 2.90474 -0.029 -0.001 -0.072
C 1.57498 -4.47731 3.88556 -0.023 0.020 -0.020
C 2.08932 -3.61142 5.04249 0.012 -0.002 0.001
H 3.60123 -5.31580 1.53968 0.002 0.001 0.004
H 4.81865 -4.02958 1.58650 -0.001 -0.005 -0.001
H 4.21561 -4.72177 3.08882 -0.001 0.003 -0.001
H 2.66768 -3.02258 1.05798 0.020 0.005 0.006
H 3.17833 -2.49293 2.64387 -0.001 0.001 0.011
H -0.48518 -3.56439 2.50227 0.003 -0.004 -0.001
H 0.41565 -2.88514 1.16975 -0.025 -0.006 0.002
H 0.14287 -1.67934 3.96608 0.021 -0.016 0.004
H -0.36871 -1.03125 2.40653 -0.010 0.010 0.008
H 1.34115 -1.11057 2.78814 -0.012 0.008 -0.008
H 2.18098 -5.38705 3.84695 0.003 0.003 -0.018
H 0.55413 -4.80421 4.10040 0.011 -0.010 0.020
H 3.04053 -3.13922 4.78989 0.010 -0.021 0.016
H 2.25500 -4.23387 5.92485 -0.018 0.008 0.007
H 1.38938 -2.82281 5.31332 0.008 0.015 -0.017
C 3.02819 3.38162 -1.89012 0.002 0.037 0.032
C 2.87771 4.84989 -2.24549 -0.053 0.016 -0.058
N 2.39712 5.03213 -3.60712 -0.032 0.014 0.015
C 2.42287 6.40725 -4.06078 -0.007 -0.028 -0.011
C 1.50115 7.41627 -3.36208 0.001 -0.004 0.007
C 1.21890 4.24937 -3.97094 0.035 0.013 -0.013
C -0.03371 4.40989 -3.10300 -0.004 -0.005 0.004
H 3.63366 2.85841 -2.63130 -0.012 -0.004 0.002
H 3.49490 3.26551 -0.91044 0.021 0.045 -0.005
H 2.05633 2.89464 -1.83980 0.103 -0.130 0.013
H 3.84030 5.36834 -2.17640 0.013 -0.025 0.003
H 2.22014 5.32427 -1.49687 0.000 0.014 0.001
H 2.19902 6.40654 -5.13195 0.015 0.011 -0.002
H 3.45526 6.76013 -3.95963 0.002 -0.005 0.010
H 0.45415 7.25217 -3.61419 -0.002 -0.005 0.006
H 1.76344 8.43239 -3.66665 -0.009 0.001 -0.006
H 1.59952 7.35848 -2.27702 0.005 0.013 -0.002
H 1.49476 3.19329 -3.96681 0.013 0.004 0.006
H 0.98244 4.49826 -5.00937 -0.015 -0.013 0.004
H 0.21050 4.32200 -2.04243 -0.011 -0.022 -0.003
H -0.73900 3.61116 -3.34058 -0.007 0.010 -0.001
H -0.53759 5.36473 -3.25494 0.010 0.011 0.008
C -2.51095 -6.65041 -4.25310 0.003 -0.001 -0.017
C -1.29102 -5.84567 -3.82863 0.019 0.019 0.028
N -1.59693 -4.45360 -3.57588 0.005 -0.038 0.080
C -0.41911 -3.59880 -3.48703 -0.013 0.062 -0.049
C 0.58448 -3.87200 -2.36149 0.045 0.009 -0.032
C -2.63439 -4.19866 -2.58405 -0.007 0.037 -0.033
C -2.43918 -4.79487 -1.18578 0.004 -0.030 -0.017
H -3.01616 -6.16129 -5.08779 -0.002 -0.002 0.004
H -2.21063 -7.65277 -4.56432 -0.003 0.000 -0.003
H -3.22857 -6.75947 -3.43840 0.004 0.001 -0.001
H -0.55154 -5.86362 -4.63545 -0.001 -0.015 0.002
H -0.81574 -6.35345 -2.97181 -0.005 0.004 0.014
H -0.75924 -2.56508 -3.41282 0.017 -0.026 -0.027
H 0.10960 -3.67676 -4.44256 -0.003 -0.012 0.002
H 0.18109 -3.58449 -1.38898 -0.035 -0.074 -0.002
H 1.48200 -3.27660 -2.54406 0.002 -0.003 0.003
H 0.87642 -4.92354 -2.31322 0.012 0.002 0.001
H -3.58441 -4.56490 -2.98502 0.007 -0.009 -0.019
H -2.72974 -3.11486 -2.50030 -0.019 -0.035 0.010
H -2.16722 -5.85248 -1.23135 -0.020 -0.005 0.008
H -3.37166 -4.71768 -0.62222 0.007 0.018 0.013
H -1.66987 -4.26870 -0.62302 0.004 -0.010 -0.002
C -0.60707 1.88161 2.18311 0.029 0.014 0.011
C -1.48256 3.11078 2.35379 -0.030 0.014 0.005
N -2.68255 2.85374 3.13596 0.035 0.033 0.038
C -3.67895 3.90267 3.05220 -0.010 -0.042 0.001
C -3.32351 5.27979 3.62741 0.004 0.006 -0.006
C -2.46981 2.26398 4.44582 -0.033 -0.001 -0.026
C -1.55365 3.01323 5.42155 0.012 -0.006 0.000
H -1.18047 1.05395 1.76515 -0.015 0.015 -0.001
H 0.20996 2.09352 1.49378 0.001 -0.007 -0.008
H -0.15905 1.56677 3.12833 -0.026 -0.017 0.004
H -1.81832 3.45084 1.36936 0.010 -0.011 -0.001
H -0.87439 3.93140 2.77026 0.002 0.010 -0.001
H -4.58812 3.53597 3.53854 -0.006 0.008 -0.013
H -3.92337 4.02518 1.99260 0.008 -0.002 -0.002
H -3.29041 5.27286 4.71680 0.009 -0.004 0.001
H -4.07320 6.01322 3.32196 -0.002 0.001 0.012
H -2.35517 5.62405 3.26105 -0.009 0.007 -0.007
H -2.06210 1.26090 4.29923 -0.002 0.004 -0.016
H -3.45534 2.12715 4.90011 0.013 -0.011 0.015
H -0.61890 3.30216 4.93794 0.007 -0.019 0.013
H -1.30039 2.36414 6.26274 -0.013 0.012 0.010
H -2.01662 3.91469 5.82191 0.007 0.013 -0.017
```
Forces are in eV/Å.

Values from the calculation:
Net charge: -1

Electronic structure analysis, Löwdin charges in units of e: -0.27, 0.24, -0.28, 0.16, -0.65, -0.12, 0.00, 0.05, 0.03, 0.03, -0.09, -0.27, -0.20, -0.24, -0.07, -0.25, -0.09, 0.08, 0.07, 0.06, 0.11, 0.10, 0.11, 0.09, 0.06, 0.06, 0.07, 0.10, 0.11, 0.06, 0.07, 0.05, -0.09, -0.27, -0.20, -0.26, -0.09, -0.23, -0.08, 0.08, 0.08, 0.03, 0.11, 0.10, 0.11, 0.10, 0.05, 0.06, 0.06, 0.08, 0.11, 0.06, 0.08, 0.05, -0.10, -0.29, -0.19, -0.24, -0.09, -0.24, -0.08, 0.08, 0.07, 0.06, 0.11, 0.10, 0.07, 0.11, 0.03, 0.06, 0.07, 0.10, 0.09, 0.06, 0.07, 0.04, -0.09, -0.26, -0.20, -0.26, -0.09, -0.25, -0.09, 0.07, 0.07, 0.06, 0.12, 0.10, 0.11, 0.11, 0.05, 0.07, 0.06, 0.10, 0.11, 0.06, 0.07, 0.05


Record 2
Molecular formula: C2H13NO3S
Method: DFT, ωB97M-V with the def2-TZVPD basis set

Geometry as XYZ:
```
20
Properties=species:S:1:pos:R:3:forces:R:3
C -0.09406 2.36458 -0.31129 -2.161 -0.201 0.111
C 0.28603 1.08629 0.40276 0.687 -0.880 1.300
S 0.03487 1.32023 2.25143 2.166 0.382 -1.221
N 0.13611 2.29815 -1.74537 4.382 -0.944 0.030
H 0.17596 3.30648 0.20899 0.943 -0.694 -0.596
H -1.17112 2.47448 -0.23594 -0.515 -0.227 0.265
H 1.34089 0.76479 0.21181 -0.550 0.670 0.328
H -0.23011 0.13435 0.21148 -0.596 0.768 -0.661
H 1.33883 1.80462 2.16070 -1.227 -0.172 1.070
H -0.23172 1.41968 -2.07402 -0.872 -0.222 -0.149
H 1.19983 1.96872 -1.77670 -2.321 1.421 -0.448
H -2.61172 -5.88950 -1.93273 -1.625 -0.360 0.066
H -3.76003 -5.97182 -0.94965 -0.535 0.296 2.303
O -3.58426 -6.09475 -1.84688 2.161 0.064 -2.370
H 0.21347 4.80555 -4.20626 -0.211 -0.175 0.189
H 0.29644 3.64889 -3.13156 -0.610 -0.292 0.512
O 0.79104 4.20719 -3.72823 0.885 0.567 -0.726
H 1.75108 -5.72101 2.83646 -0.314 -0.367 -0.285
H 2.24459 -4.99726 4.05239 0.069 0.125 0.269
O 2.39085 -5.07043 3.10897 0.244 0.242 0.014
```
Forces are in eV/Å.

Values from the calculation:
SMILES: NCCS.O.O.O

Electronic structure analysis, Löwdin charges in units of e: -0.39, -0.57, 0.64, -0.03, 0.12, 0.10, 0.08, 0.06, -0.11, 0.07, 0.14, 0.07, -0.01, -0.06, 0.02, -0.04, -0.09, 0.02, 0.03, -0.05


Record 3
Molecular formula: C13H18N2O4S
Method: DFT, ωB97M-V with the def2-TZVPD basis set

Geometry as XYZ:
```
38
Properties=species:S:1:pos:R:3:forces:R:3
C 2.26501 0.68319 2.06268 -1.910 3.322 -11.301
N 0.72999 0.71015 1.90136 3.756 3.774 -1.240
C -0.02239 1.59907 1.15841 15.319 5.293 0.987
O 0.60172 2.68770 0.75188 -2.611 -3.810 0.886
C -1.30629 1.52937 1.08197 -6.504 -6.638 0.969
N -1.48188 -0.13109 1.14982 -1.538 0.073 -2.622
S -1.61394 -0.83228 -0.32007 -6.087 8.710 -6.777
O -2.63671 0.13738 -1.36868 4.249 -2.830 4.560
O -2.13561 -2.10619 -0.39933 -0.371 -4.501 1.390
C -0.11104 -0.62325 -0.99293 0.723 1.181 -2.358
C 0.28762 0.23714 -1.96916 4.933 -0.886 1.188
C 1.67393 0.49565 -2.35555 -4.967 -9.290 7.945
C 2.60403 -0.24570 -1.69274 -0.311 -6.818 0.036
C 2.09521 -1.59806 -0.97219 3.354 5.300 -1.178
C 0.79936 -1.50892 -0.67134 2.233 -8.492 5.480
H 0.55006 -2.51020 0.08350 -0.051 2.976 -2.062
H 2.88148 -2.19577 -0.45590 -1.191 0.160 -0.769
O 3.91837 -0.28238 -2.07392 -6.818 8.735 -2.497
C 4.68992 -1.18183 -1.81779 11.713 -4.698 5.612
H 4.98233 -1.33021 -0.63359 -0.942 0.222 -2.236
H 4.65104 -2.11469 -2.20789 -1.621 -3.256 -1.341
H 5.86100 -1.00686 -2.21110 -2.791 0.521 0.750
H 1.96123 1.19414 -2.83545 3.007 9.084 -6.659
H -0.34601 0.93733 -2.11455 -4.477 4.633 -2.164
C -2.76948 -0.36605 1.76706 2.337 -0.563 8.302
C -3.40637 0.91660 2.32572 8.149 -1.535 -1.606
H -3.97276 1.26498 1.64295 -4.173 2.829 -4.855
H -3.92921 0.85819 3.16833 -1.482 -0.470 3.842
C -2.02817 1.80181 2.29042 -6.315 4.343 -0.074
H -1.54459 1.79994 3.23222 0.851 0.096 0.512
H -2.48882 2.87092 1.95453 1.287 -1.742 1.849
H -2.19832 -0.74221 2.86575 -2.192 0.272 -2.157
H -3.35974 -1.21400 1.59656 -0.686 -0.906 -1.407
H -1.62890 1.81166 0.16962 -1.894 1.271 -2.780
H 0.43667 -0.13855 2.09559 -2.637 -4.590 0.893
H 2.45351 0.50952 2.95445 1.736 -0.290 8.674
H 2.56309 1.82609 1.48957 -0.366 -3.755 2.178
H 2.82410 -0.27610 1.58723 -1.713 2.275 0.030
```
Forces are in eV/Å.

Electronic structure analysis, Löwdin charges in units of e: 0.01, 0.08, -0.47, 0.00, -0.23, -0.20, 0.78, -0.42, -0.24, -0.39, 0.05, 0.09, -0.10, 0.03, -0.18, 0.20, 0.11, -0.04, -0.30, 0.14, 0.05, 0.15, 0.02, 0.05, -0.20, -0.06, 0.04, 0.07, -0.06, 0.12, 0.19, 0.18, 0.10, 0.13, 0.04, -0.05, 0.18, 0.11


no.,lowest unoccupied orbital energy (eV),HOMO energy (eV)
1,2.6717,-4.88
2,0.4987,-9.37
3,-0.0718,-9.13